# 1
Here is a structure of composition C35H50AgN11O3S2 at a distorted geometry from the Open Molecules 2025 dataset. Energies are from the ωB97M-V functional and the def2-TZVPD basis.

```
102
Properties=species:S:1:pos:R:3:mulliken_charge:R:1
Ag 0.631 -0.126 0.335 0.547
C 1.117 -3.339 -0.709 -1.150
N -0.158 -3.460 -0.040 0.220
C -0.115 -4.155 1.229 -1.365
C -1.130 -2.537 -0.272 1.031
N -0.857 -1.449 -0.930 -0.199
C -1.870 -0.747 -1.575 -0.577
C -2.815 -1.407 -2.360 -0.284
C -3.819 -0.715 -3.015 -0.870
C -3.912 0.658 -2.872 -0.654
C -2.959 1.334 -2.129 -0.347
C -1.906 0.658 -1.514 -0.526
N -0.967 1.344 -0.751 0.407
C -0.450 2.456 -1.171 0.605
N -0.426 2.884 -2.475 0.837
C -0.629 4.264 -2.843 -1.389
C -0.432 1.964 -3.583 -1.363
N 0.107 3.325 -0.254 0.061
C -0.033 2.952 1.133 -0.715
C 1.427 3.861 -0.539 -1.038
N -2.367 -2.853 0.246 0.510
C -3.292 -1.826 0.649 -0.968
C -2.942 -4.169 0.118 -1.326
H 1.583 -4.326 -0.730 0.368
H 1.799 -2.642 -0.203 0.459
H 0.956 -2.986 -1.727 0.281
H 0.875 -4.041 1.678 0.483
H -0.316 -5.223 1.098 0.302
H -0.856 -3.736 1.908 0.404
H -2.750 -2.483 -2.454 0.462
H -4.540 -1.247 -3.620 0.408
H -4.720 1.203 -3.339 0.434
H -3.023 2.408 -2.012 0.434
H -0.675 4.894 -1.958 0.393
H -1.572 4.360 -3.397 0.346
H 0.176 4.613 -3.498 0.384
H -0.103 0.984 -3.246 0.378
H 0.264 2.334 -4.341 0.405
H -1.421 1.870 -4.042 0.350
H -1.080 2.759 1.356 0.255
H 0.322 3.774 1.752 0.351
H 0.551 2.036 1.369 -0.031
H 1.556 4.015 -1.605 0.346
H 2.202 3.164 -0.197 0.224
H 1.540 4.815 -0.021 0.359
H -2.747 -0.905 0.839 0.149
H -3.785 -2.142 1.572 0.400
H -4.060 -1.632 -0.109 0.264
H -2.235 -4.844 -0.357 0.401
H -3.842 -4.116 -0.507 0.374
H -3.226 -4.573 1.095 0.332
C -0.855 1.655 9.051 -1.096
C -1.862 0.871 8.218 -0.825
N -1.214 0.169 7.125 0.230
C -1.037 -1.260 7.264 -0.556
C -0.011 -1.646 8.329 -1.076
C -0.968 0.883 5.999 0.170
O -1.338 2.034 5.859 -0.671
C -0.185 0.171 4.947 -0.268
C 1.086 -0.333 5.224 -0.201
C 1.713 -1.076 4.245 -1.715
C 1.071 -1.250 3.027 -0.393
N -0.079 -0.665 2.706 0.275
C -0.691 0.032 3.661 -0.460
H -1.362 2.150 9.874 0.399
H -0.383 2.405 8.422 0.296
H -0.083 1.004 9.452 0.272
H -2.582 1.568 7.780 0.414
H -2.395 0.146 8.836 0.410
H -0.740 -1.677 6.300 0.314
H -2.006 -1.699 7.538 0.400
H 0.954 -1.190 8.126 0.238
H 0.113 -2.725 8.332 0.393
H -0.339 -1.346 9.321 0.345
H 1.556 -0.142 6.179 0.807
H 2.683 -1.527 4.377 0.689
H 1.537 -1.883 2.290 0.877
H -1.644 0.478 3.403 0.480
N 7.591 2.563 3.956 -0.544
C 6.799 1.654 3.288 1.127
C 5.412 1.660 3.458 -0.982
C 4.629 0.719 2.820 -0.331
C 5.216 -0.236 2.012 -0.242
C 6.588 -0.269 1.849 -0.462
C 7.378 0.668 2.484 -0.780
S 4.169 -1.431 1.189 1.129
O 3.607 -2.287 2.209 -0.806
O 4.933 -2.105 0.167 -0.699
N 2.963 -0.551 0.565 -0.385
C 3.219 0.074 -0.570 0.713
S 4.800 0.118 -1.327 -0.152
C 4.104 1.100 -2.589 -0.484
C 2.792 1.298 -2.356 -1.087
N 2.296 0.737 -1.220 0.394
H 7.157 3.421 4.254 0.223
H 8.527 2.669 3.600 0.218
H 4.959 2.408 4.091 0.340
H 3.554 0.719 2.928 0.373
H 7.010 -1.028 1.208 0.497
H 8.452 0.648 2.362 0.283
H 4.693 1.444 -3.414 0.469
H 2.130 1.859 -2.987 0.281
```

Calculated values
E_LUMO in eV: 0.51
Frontier orbital gap in eV: 7.785
E_tot in eV: -85310.277
Relative energy (zero: lowest compared OMol25 entry of this formula, charge and spin) in kJ/mol: 80.19
HOMO in eV: -7.28
Net charge: 0
Molecular weight in g/mol: 844.86

***

# 2
Here is a structure of composition C24H21N6Pt at a distorted geometry from the Open Molecules 2025 dataset. Energies are from the ωB97M-V functional and the def2-TZVPD basis.

```
52
Properties=species:S:1:pos:R:3:mulliken_charge:R:1
Pt -0.231 0.277 0.973 0.356
N 1.639 0.607 -1.300 -0.253
C 2.799 0.209 -0.641 0.667
C 3.888 1.081 -0.597 -0.703
C 5.083 0.700 -0.011 -0.664
C 5.210 -0.567 0.539 -0.806
C 4.112 -1.417 0.525 -0.620
C 2.891 -1.055 -0.037 0.301
C 1.757 -2.035 0.033 0.684
C 1.989 -3.314 -0.486 -0.578
C 1.043 -4.322 -0.360 -0.694
C -0.103 -4.070 0.383 -0.562
C -0.306 -2.803 0.921 -0.327
C 0.558 -1.716 0.705 -0.624
H 1.718 1.437 -1.865 0.347
H 1.087 -0.131 -1.704 0.180
H 3.785 2.067 -1.039 0.410
H 5.917 1.392 0.000 0.375
H 6.144 -0.887 0.983 0.361
H 4.185 -2.393 0.992 0.450
H 2.919 -3.511 -1.011 0.420
H 1.209 -5.292 -0.814 0.362
H -0.835 -4.855 0.541 0.370
H -1.185 -2.649 1.543 0.475
C -3.760 -1.438 1.115 -1.248
C -3.169 -1.356 -0.247 0.354
N -2.115 -0.661 -0.576 0.321
C -1.924 -0.839 -1.927 -0.506
C -2.882 -1.664 -2.421 -0.741
N -3.675 -1.987 -1.337 -0.046
H -3.189 -0.783 1.771 0.071
H -3.716 -2.455 1.508 0.365
H -4.801 -1.110 1.114 0.423
H -1.113 -0.364 -2.452 0.370
H -3.078 -2.035 -3.412 0.421
H -4.476 -2.591 -1.350 0.172
C -3.047 4.111 0.200 -0.420
C -1.975 3.846 -0.641 -0.658
C -1.141 2.758 -0.399 0.311
C -1.353 1.902 0.682 -0.258
C -2.428 2.197 1.530 -0.214
C -3.269 3.279 1.293 -0.616
H -3.698 4.957 0.012 0.352
H -1.781 4.491 -1.491 0.395
H -0.306 2.584 -1.069 0.230
H -2.610 1.569 2.397 0.353
H -4.098 3.476 1.965 0.356
N 2.160 4.435 -0.662 -0.702
C 2.065 3.884 0.355 0.716
N 2.033 3.318 1.537 -0.786
C 1.340 2.315 1.888 0.964
N 0.733 1.411 2.344 -0.905
```

Calculated values
E_LUMO in eV: 2.40
Frontier orbital gap in eV: 6.686
E_tot in eV: -37416.439
Relative energy (zero: lowest compared OMol25 entry of this formula, charge and spin) in kJ/mol: 204.24
HOMO in eV: -4.29
Net charge: -1
Molecular weight in g/mol: 588.55

***

# 3
Here is a cluster of 2 separate species, C4H4Br2S in total at a distorted geometry from the Open Molecules 2025 dataset. Energies are from the ωB97M-V functional and the def2-TZVPD basis.

```
11
Properties=species:S:1:pos:R:3:mulliken_charge:R:1
C -1.541 1.039 1.153 0.016
C 1.415 -0.666 0.515 -0.626
C -0.991 -0.460 -0.981 -0.687
C -1.303 0.354 0.194 -0.396
S 0.598 -1.477 -0.812 0.041
Br 3.057 -1.269 1.123 -0.111
Br 1.627 1.905 -1.008 0.005
H -1.436 1.744 1.921 0.415
H -1.575 -1.249 -1.224 0.432
H -0.741 0.087 -1.899 0.379
H 0.889 -0.008 1.018 0.532
```

Calculated values
E_LUMO (alpha / beta) in eV: 0.63 / -3.44
Frontier orbital gap (alpha / beta) in eV: 7.990 / 6.393
E_tot in eV: -155127.556
Relative energy (zero: lowest compared OMol25 entry of this formula, charge and spin) in kJ/mol: 143.46
⟨S²⟩: 2.008
HOMO (alpha / beta) in eV: -7.36 / -9.83
2S+1: 3
Net charge: 0
Molecular weight in g/mol: 243.95